DFT (ωB97M-V/def2-TZVPD) results for a 4-piece molecular cluster, C3H13NO3 overall.

Values from the calculation:
Kohn-Sham gap   7.8 eV
Energy above the lowest of the compared OMol25 structures with the same formula, charge and spin   247.01 kJ/mol
SMILES string   C=CNC.O.O.O
Spin multiplicity   1
LUMO level   0.3 eV

Structure (XYZ):
```
20
Properties=species:S:1:pos:R:3:forces:R:3:lowdin_charge:R:1
C -0.738059 2.266096 1.129834 -0.320 -1.065 -1.191 -0.1002
N 0.463711 1.643275 0.605624 1.365 -0.648 1.438 -0.1055
H -1.603358 1.685210 0.744064 0.024 0.537 -0.147 0.0759
H 2.415259 0.289184 -0.940953 -0.775 -0.968 -0.158 0.0392
C 1.663405 0.918496 -1.406607 0.443 0.061 0.685 -0.0436
O 2.247806 -2.687887 1.724619 0.545 -0.135 0.240 -0.0662
H -1.201810 -1.716958 -4.080120 -0.562 0.051 -0.578 0.0447
H 0.551915 0.711445 0.982774 0.249 -0.096 -0.233 0.1176
H -0.799178 3.284576 0.765878 -0.168 0.246 0.489 0.0779
H -0.819454 2.094458 2.200390 0.421 0.736 0.155 0.0743
H 0.841922 2.831940 -0.997239 -0.911 -0.448 -0.501 0.1101
C 1.006644 1.809192 -0.635551 -1.390 0.907 -0.320 -0.2659
O -2.009631 -1.631926 2.298055 -0.092 0.417 0.328 -0.0752
O -1.956442 -1.097580 -4.086545 1.009 -0.621 0.338 -0.0684
H 1.452275 0.897382 -2.464501 1.034 0.687 -0.231 0.0279
H -2.320750 -1.021853 2.995008 0.092 -0.425 -0.733 0.0429
H 3.026695 -2.954792 2.239669 -0.302 0.106 -0.326 0.0396
H 1.592500 -2.490783 2.395542 -0.282 0.039 0.076 0.0223
H -2.436555 -1.371272 1.469340 0.038 0.034 0.410 0.0337
H -1.744781 -0.663551 -3.257581 -0.416 0.583 0.258 0.0189
```
Forces are in eV/Å.

***

DFT (ωB97M-V/def2-TZVPD) results for a 4-piece molecular cluster, C3H13NO3 overall.

Values from the calculation:
Kohn-Sham gap   11.0 eV
Energy above the lowest of the compared OMol25 structures with the same formula, charge and spin   115.53 kJ/mol
SMILES string   C=NCC.O.O.O
Spin multiplicity   1
LUMO level   0.8 eV

Structure (XYZ):
```
20
Properties=species:S:1:pos:R:3:forces:R:3:lowdin_charge:R:1
H -0.757128 1.765240 -1.514384 -0.573 0.151 0.518 0.0579
H -1.062878 -0.636526 -1.875758 -0.026 -0.471 0.321 0.0963
C 0.129042 1.725085 -0.891655 0.520 -1.144 0.005 -0.0878
H -0.211737 -0.896828 2.976472 0.136 -0.051 -0.019 0.0529
C -0.424190 -1.175907 -1.152409 -0.210 -0.835 0.642 -0.0486
O 2.063603 0.124183 1.396611 0.748 0.074 -1.535 -0.0832
H -0.074648 1.441502 0.170604 -0.011 0.854 -0.877 0.0718
H -0.802210 -2.059096 -0.590172 0.149 0.572 -0.855 0.0834
H 2.073260 -0.381164 0.544426 -0.726 -0.490 0.991 0.0271
C 0.985239 0.578681 -1.515207 0.132 0.673 0.320 -0.2934
H -3.403390 -1.635252 1.373343 -0.002 0.039 0.055 0.0344
H 0.737441 0.633211 -2.592040 0.527 -0.637 0.318 0.1085
H 2.545515 0.881107 1.032133 -0.037 0.400 0.855 0.0473
H 0.098897 0.003245 1.767528 0.183 -0.227 0.375 -0.0073
H 0.653721 2.677035 -1.044110 -0.156 -0.191 0.489 0.0742
H 2.031288 0.837469 -1.342598 0.086 -0.224 -0.399 0.0841
O -0.629167 -0.361873 2.298700 -0.252 0.331 -0.358 -0.0651
H -2.014074 -1.061173 1.063331 -0.056 -0.212 0.381 -0.0131
N 0.728505 -0.744327 -0.867589 -0.405 1.295 -0.983 -0.0518
O -2.667087 -1.714613 0.762771 -0.025 0.095 -0.244 -0.0877
```
Forces are in eV/Å.

***

DFT (ωB97M-V/def2-TZVPD) results for a 3-piece molecular cluster, C3H13NO3 overall.

Values from the calculation:
Kohn-Sham gap   9.5 eV
Energy above the lowest of the compared OMol25 structures with the same formula, charge and spin   87.43 kJ/mol
SMILES string   CNCCO.O.O
Spin multiplicity   1
LUMO level   0.7 eV

Structure (XYZ):
```
20
Properties=species:S:1:pos:R:3:forces:R:3:lowdin_charge:R:1
H -2.811636 1.253046 1.301848 0.044 0.028 0.015 0.0034
O -1.568870 -0.192895 0.642291 0.236 0.808 -0.223 -0.0938
H -1.959206 -0.141680 -1.336106 -0.179 0.019 -0.141 0.1175
H 0.822138 0.684787 -0.439936 0.101 -0.296 0.232 0.1053
H 2.427831 0.493518 2.655872 -0.055 -0.188 0.181 0.0399
H 2.349451 -0.899816 -0.304294 0.319 -0.040 0.162 0.0545
H -3.573708 2.148974 2.280079 -0.049 0.053 0.050 0.0324
N 0.523244 -1.291032 -1.138850 0.090 0.288 -0.111 -0.1140
C -1.270856 0.355908 -0.661462 0.040 -0.497 0.536 -0.2370
H 2.480535 -1.082293 -2.066040 -0.178 0.128 0.089 0.0779
C 0.153889 0.112396 -1.085136 -0.070 0.366 -0.642 -0.2618
C 1.971608 -1.448404 -1.157769 -0.090 -0.238 -0.250 -0.1416
O 1.788790 0.250894 1.982818 -0.126 0.317 -0.431 -0.0474
H -1.004942 0.303796 1.256095 -0.067 -0.269 -0.008 0.0758
H 1.358462 -0.564755 2.244574 0.110 -0.170 0.219 0.0418
H 2.219238 -2.503364 -1.061079 0.086 -0.065 0.113 0.0721
O -2.849522 2.158108 1.650104 -0.029 -0.107 -0.056 -0.0678
H 0.247403 0.587247 -2.078227 0.094 0.092 0.026 0.1210
H 0.124173 -1.661520 -1.995619 0.029 -0.230 0.182 0.1059
H -1.428020 1.437086 -0.689164 -0.304 0.002 0.057 0.1158
```
Forces are in eV/Å.

***

DFT (ωB97M-V/def2-TZVPD) results for a 3-piece molecular cluster, C3H13NO3 overall.

Values from the calculation:
Kohn-Sham gap (alpha / beta)   9.7 / 4.2 eV
Energy above the lowest of the compared OMol25 structures with the same formula, charge and spin   259.53 kJ/mol
Spin multiplicity   2
LUMO level (alpha / beta)   -3.7 / -9.2 eV
Charge   +1

Structure (XYZ):
```
20
Properties=species:S:1:pos:R:3:forces:R:3:lowdin_charge:R:1
C 1.944451 -0.782418 0.775659 0.081 0.605 0.768 -0.2057
C 1.414620 0.189874 -0.270102 -1.042 0.015 -1.533 -0.0970
C 2.475060 1.179834 -0.942070 0.918 1.235 0.421 -0.1394
H 1.395667 1.505260 -2.645100 0.504 0.706 -0.290 0.1632
H 3.467074 0.900437 -0.601283 0.152 -0.196 -0.360 0.1389
H 1.433323 -1.735058 0.650184 0.098 -0.152 -0.011 0.1339
O -4.436705 -4.491994 -2.012070 0.191 -1.071 1.840 -0.0219
H 2.282258 2.204459 -0.622671 -0.079 -0.038 0.154 0.1443
O -3.629062 3.113589 2.871267 0.020 0.115 -0.634 -0.0738
H -3.651076 3.421493 1.946437 -0.135 -0.176 0.685 0.0372
H 2.488909 0.297763 -2.875867 0.882 0.356 -0.008 0.1688
O 1.660166 -0.252029 2.079054 0.223 -0.381 -0.905 -0.0282
H -4.345179 -4.932758 -2.833167 0.049 -0.343 -1.287 0.0158
H 3.027320 -0.891102 0.746235 0.033 -0.379 -0.403 0.1260
H 0.584348 0.760739 0.157208 0.286 0.406 -0.017 0.1304
H 0.913832 -0.224469 -1.156915 0.091 -0.923 0.552 0.1166
H -4.553383 -3.576224 -2.143421 -0.243 1.418 -0.561 0.0061
N 2.325301 1.172627 -2.361178 -1.838 -1.652 0.933 0.2788
H -4.545853 2.919390 3.100695 0.119 0.063 -0.070 0.0366
H 1.235466 0.584273 1.902084 -0.310 0.391 0.727 0.0696
```
Forces are in eV/Å.

***

DFT (ωB97M-V/def2-TZVPD) results for a 4-piece molecular cluster, C3H13NO3 overall.

Values from the calculation:
Kohn-Sham gap (alpha / beta)   7.6 / 3.9 eV
Energy above the lowest of the compared OMol25 structures with the same formula, charge and spin   382.88 kJ/mol
Spin multiplicity   2
LUMO level (alpha / beta)   -5.9 / -9.6 eV
Charge   +1

Structure (XYZ):
```
20
Properties=species:S:1:pos:R:3:forces:R:3:lowdin_charge:R:1
H 2.556117 -4.854323 1.920341 1.131 -0.733 -2.822 0.0993
H -1.408061 -1.857416 -1.247006 0.505 1.783 2.093 0.1156
H 1.269416 -1.940836 -1.116294 1.372 0.237 0.234 0.0349
H -1.557086 2.523281 -2.929289 -0.155 -0.119 2.808 0.1930
H 3.808423 -5.385253 1.136065 0.348 -0.123 0.049 0.0212
H -2.007355 2.894631 0.441107 -0.071 0.115 0.273 0.1354
H 2.285045 -2.651187 -0.329288 0.645 -2.097 1.529 -0.0213
H 0.523223 3.136862 0.813606 0.556 0.791 -0.157 0.0761
O -1.211711 -1.224482 -0.456786 -0.716 -1.952 -1.737 -0.0793
O 2.919526 -5.073392 0.970522 -1.533 0.962 2.749 -0.0994
H -0.421397 2.724300 2.300788 -0.044 0.379 -0.517 0.1053
H -2.752842 2.569412 -1.359168 -0.098 0.168 -0.296 0.1392
C -0.113851 2.433460 1.286518 1.117 -2.143 2.115 -0.0528
H -1.719116 1.165680 0.978170 0.146 0.382 -1.357 0.1639
C -1.747473 2.413119 -1.749925 2.229 -1.327 -3.594 0.1580
H -0.880120 -0.416556 -0.839553 0.264 0.051 -0.467 -0.0256
N -0.923973 1.913037 -0.913122 -3.941 1.403 -1.427 0.2044
O 2.230622 -1.903198 -0.867999 -2.010 1.786 -1.669 -0.0486
C -1.303831 2.069570 0.454715 0.691 -0.942 2.817 -0.2454
H 0.454437 1.463287 1.506599 -0.437 1.380 -0.625 0.1261
```
Forces are in eV/Å.

***

DFT (ωB97M-V/def2-TZVPD) results for a 4-piece molecular cluster, C3H13NO3 overall.

Values from the calculation:
Kohn-Sham gap (alpha / beta)   5.9 / 4.9 eV
Energy above the lowest of the compared OMol25 structures with the same formula, charge and spin   901.70 kJ/mol
Spin multiplicity   2
LUMO level (alpha / beta)   -8.4 / -9.2 eV
Charge   +1

Structure (XYZ):
```
20
Properties=species:S:1:pos:R:3:forces:R:3:lowdin_charge:R:1
H 2.412731 0.165499 -0.630709 -0.049 0.963 -0.548 0.0746
N -2.228596 0.891943 0.924861 -1.173 0.882 -2.950 0.2977
H 1.134082 -2.130764 0.089030 -1.198 -1.524 -0.921 -0.0542
C -1.296315 0.403078 -0.059795 0.575 -0.129 1.581 -0.1815
H 0.837731 -3.653390 0.151951 -0.377 0.080 -0.309 0.0457
H 0.330373 1.400548 0.882545 0.656 -0.307 -0.244 0.1192
H -3.153861 0.503501 1.114903 0.433 -1.158 0.565 0.1653
H -2.428223 1.888075 0.779351 0.726 0.237 0.667 0.1562
C 0.780035 0.952977 -1.318846 -0.132 0.177 -0.797 -0.2522
H -1.047541 -0.649561 0.147345 0.044 0.019 0.042 0.1241
H 1.115411 -1.149589 1.536997 -0.587 0.292 0.430 -0.0341
O 2.192914 0.931989 -1.218181 -1.212 -0.777 0.873 -0.0183
H 0.325342 -0.000232 -1.611520 0.761 -0.410 -0.265 0.1103
O 1.883982 -1.086258 0.782857 0.390 0.790 1.246 -0.1369
H -0.511488 2.380835 -0.229662 0.279 -0.098 -0.295 0.1225
O 0.430656 -2.836185 -0.178363 0.675 0.470 0.651 -0.1308
C -0.090018 1.368198 -0.123905 -0.769 0.447 0.848 -0.1489
H 0.539799 -1.324375 2.181569 1.120 -0.177 -0.886 0.4096
H -1.721603 0.310574 -1.082955 -0.680 0.326 0.110 0.1923
H 0.494590 1.633138 -2.137471 0.519 -0.103 0.201 0.1394
```
Forces are in eV/Å.

***

DFT (ωB97M-V/def2-TZVPD) results for a 4-piece molecular cluster, C3H13NO3S overall.

Values from the calculation:
Kohn-Sham gap (alpha / beta)   6.9 / 4.6 eV
Energy above the lowest of the compared OMol25 structures with the same formula, charge and spin   136.92 kJ/mol
Spin multiplicity   2
LUMO level (alpha / beta)   3.5 / 1.6 eV
Charge   -1

Structure (XYZ):
```
21
Properties=species:S:1:pos:R:3:forces:R:3:lowdin_charge:R:1
H -1.064000 -1.568055 -1.452648 -0.168 -0.325 -0.211 -0.0277
H -1.415346 -1.745353 -3.010820 -0.643 -1.314 -1.019 -0.0394
C 0.202919 1.977696 -1.851572 -0.376 0.169 0.413 -0.2020
O 1.158559 1.566840 -0.968047 -0.173 0.112 -1.067 -0.1362
C 0.208489 -0.128158 1.304637 -0.325 0.295 0.581 -0.5943
H -0.684895 2.358947 -1.361851 -0.427 0.070 0.410 0.0790
H -0.746345 -2.882343 0.473004 -0.155 0.924 -0.602 0.0231
H -0.228917 -0.532131 2.234983 0.109 0.028 -0.474 0.0617
H -0.163666 1.158138 -2.474264 0.110 -0.685 -0.035 0.0806
O -2.717214 -0.174020 0.788414 0.502 -0.123 0.234 -0.1583
H 0.551959 2.735108 -2.534939 0.573 0.397 -0.505 0.0660
C 0.344718 -1.184670 0.210713 -0.467 -0.250 0.398 -0.4416
H -3.557938 -0.304824 0.376434 -0.766 -0.074 -0.420 -0.0209
O -1.088430 -1.124116 -2.403467 0.656 1.563 0.905 -0.1582
H -0.468574 0.657368 0.923531 0.391 -0.279 0.492 0.0535
N -0.863895 -1.950164 0.026563 -0.124 -0.610 0.221 -0.1734
H 1.180557 -1.840205 0.451069 0.467 0.123 -0.134 0.0816
H -2.133066 -0.950234 0.445023 0.167 0.204 0.300 -0.0150
H 1.830474 1.333442 0.611287 0.445 -0.476 1.196 -0.1669
S 1.815506 0.604619 1.782529 -0.201 0.550 -0.704 0.6150
H 0.550836 -0.588928 -0.699385 0.404 -0.298 0.020 0.0734
```
Forces are in eV/Å.

***

Copy entry 4 word for word.
DFT (ωB97M-V/def2-TZVPD) results for a 3-piece molecular cluster, C3H13NO3 overall.

Values from the calculation:
Kohn-Sham gap (alpha / beta)   9.7 / 4.2 eV
Energy above the lowest of the compared OMol25 structures with the same formula, charge and spin   259.53 kJ/mol
Spin multiplicity   2
LUMO level (alpha / beta)   -3.7 / -9.2 eV
Charge   +1

Structure (XYZ):
```
20
Properties=species:S:1:pos:R:3:forces:R:3:lowdin_charge:R:1
C 1.944451 -0.782418 0.775659 0.081 0.605 0.768 -0.2057
C 1.414620 0.189874 -0.270102 -1.042 0.015 -1.533 -0.0970
C 2.475060 1.179834 -0.942070 0.918 1.235 0.421 -0.1394
H 1.395667 1.505260 -2.645100 0.504 0.706 -0.290 0.1632
H 3.467074 0.900437 -0.601283 0.152 -0.196 -0.360 0.1389
H 1.433323 -1.735058 0.650184 0.098 -0.152 -0.011 0.1339
O -4.436705 -4.491994 -2.012070 0.191 -1.071 1.840 -0.0219
H 2.282258 2.204459 -0.622671 -0.079 -0.038 0.154 0.1443
O -3.629062 3.113589 2.871267 0.020 0.115 -0.634 -0.0738
H -3.651076 3.421493 1.946437 -0.135 -0.176 0.685 0.0372
H 2.488909 0.297763 -2.875867 0.882 0.356 -0.008 0.1688
O 1.660166 -0.252029 2.079054 0.223 -0.381 -0.905 -0.0282
H -4.345179 -4.932758 -2.833167 0.049 -0.343 -1.287 0.0158
H 3.027320 -0.891102 0.746235 0.033 -0.379 -0.403 0.1260
H 0.584348 0.760739 0.157208 0.286 0.406 -0.017 0.1304
H 0.913832 -0.224469 -1.156915 0.091 -0.923 0.552 0.1166
H -4.553383 -3.576224 -2.143421 -0.243 1.418 -0.561 0.0061
N 2.325301 1.172627 -2.361178 -1.838 -1.652 0.933 0.2788
H -4.545853 2.919390 3.100695 0.119 0.063 -0.070 0.0366
H 1.235466 0.584273 1.902084 -0.310 0.391 0.727 0.0696
```
Forces are in eV/Å.

***

Question: The highest energy above the lowest of the compared OMol25 structures with the same formula, charge and spin belongs to which entry?
Answer: number 6

***

Question: Look up the energy above the lowest of the compared OMol25 structures with the same formula, charge and spin of the seventh one.
Answer: 136.92 kJ/mol